1.
Molecular formula: C8H11IrNPS
Method: DFT, the ωB97M-V functional and the def2-TZVPD basis

Geometry as XYZ:
```
23
Properties=species:S:1:pos:R:3:lowdin_spin:R:1
C 0.1436 -0.0068 -2.0725 0.25
C -0.8927 -0.9603 -2.5404 0.33
C -0.4870 -2.2832 -2.2692 0.10
C 0.7784 -2.2882 -1.6492 0.37
C 1.2657 -0.9100 -1.4385 0.17
Ir 0.4285 0.4967 -0.1539 1.88
P -0.3811 2.5819 -0.3169 0.16
H 0.4484 0.8941 -2.6168 0.04
H -1.7084 -0.6073 -3.1392 0.02
H -1.1101 -3.1605 -2.4604 0.00
H 2.3241 -0.6425 -1.5788 0.02
H 1.3845 -3.1468 -1.4140 0.02
H -1.5607 2.7567 0.4622 0.02
H -0.8866 2.9437 -1.6077 0.01
H 0.3581 3.7685 0.0300 0.02
S -1.0186 -0.7891 3.8211 0.29
C 0.2739 0.4185 3.9128 0.20
C 0.7443 0.7775 2.6674 0.01
N 0.0605 0.0822 1.6553 0.49
C -0.8794 -0.8159 2.1039 0.57
H 0.6364 0.8382 4.8399 0.01
H 1.5251 1.4839 2.3664 0.00
H -1.4469 -1.4317 1.3985 0.03
```

Properties
2S+1 = 6
Total charge = +1
Energy = -1209.51125 Ha

=====

2.
Molecular formula: C5H3AuBiCl2NO3
Method: DFT, the ωB97M-V functional and the def2-TZVPD basis

Geometry as XYZ:
```
16
Properties=species:S:1:pos:R:3:lowdin_spin:R:1
Au -0.0415 -0.9967 -3.3326 0.57
Bi 1.1377 1.0201 0.3793 0.00
Cl -1.0118 -1.6688 -1.4071 1.00
Cl -0.7379 2.7048 0.1408 0.00
C 2.2562 2.6324 1.6172 0.00
C 0.8510 -1.5533 -5.0030 0.20
C 0.6864 0.5418 -4.2836 0.18
O 2.3255 3.7468 1.7893 0.00
O 1.3602 -2.0242 -5.9098 0.02
O 1.0294 1.5582 -4.6793 0.02
C -1.5975 -1.2209 3.7704 0.00
C -0.7626 -0.5680 2.8096 0.00
N -0.0699 -0.0116 2.0669 0.00
H -1.0082 -1.9667 4.3184 0.00
H -2.4247 -1.7197 3.2533 0.00
H -1.9922 -0.4742 4.4702 0.00
```

Properties
2S+1 = 3
Energy relative to the best compared isomer or geometry (same formula, charge and spin) = 0.00 kcal per mole
Total charge = +4
Energy = -1741.44641 Ha

=====

3.
Molecular formula: C18H54F2K3NO28P6S2
Method: DFT, the ωB97M-V functional and the def2-TZVPD basis

Geometry as XYZ:
```
114
Properties=species:S:1:pos:R:3:mulliken_charge:R:1
K 14.0886 -5.5567 -14.7553 0.98
K 12.4108 -10.4498 -9.9747 1.00
K 16.2752 -1.1211 -13.5254 0.98
N 13.5366 -3.3768 -11.0109 -0.38
S 14.0423 -4.1539 -9.5543 1.08
O 13.2551 -5.3339 -9.2909 -0.58
O 14.4342 -3.3907 -8.4008 -0.50
F 15.4346 -4.7966 -10.0892 -0.28
S 12.5273 -2.4843 -10.2739 1.11
O 13.1368 -1.1382 -10.1780 -0.62
O 11.5907 -2.8042 -9.2091 -0.52
F 11.5761 -2.3657 -11.5447 -0.28
C 8.6995 1.4603 -16.4090 -0.63
O 8.9554 1.7451 -15.0118 -0.34
P 9.9789 2.9724 -14.5879 1.08
O 11.3830 2.5671 -14.3768 -0.70
O 9.7893 4.1600 -15.6668 -0.31
C 8.6166 4.9395 -15.8336 -0.70
O 9.2066 3.5981 -13.3117 -0.30
C 9.8111 4.7531 -12.7702 -0.80
H 7.6920 1.8143 -16.6276 0.24
H 8.6163 0.3758 -16.4807 0.24
H 9.4878 1.8285 -17.0656 0.35
H 8.8658 6.0005 -15.8211 0.28
H 7.9270 4.7731 -15.0059 0.35
H 8.1120 4.5840 -16.7320 0.29
H 9.0003 5.4694 -12.6375 0.29
H 10.5940 5.2549 -13.3388 0.36
H 10.3478 4.5684 -11.8397 0.30
C 8.9250 7.9057 -6.9472 -0.67
O 9.3743 6.4879 -7.0443 -0.26
P 9.6775 5.5034 -5.6773 0.98
O 8.4819 5.3380 -4.7701 -0.66
O 10.2442 4.0031 -6.2113 -0.31
C 9.3571 3.0324 -6.7201 -0.68
O 10.9407 6.1726 -4.9634 -0.28
C 12.2012 6.3027 -5.6333 -0.71
H 7.9775 8.0705 -7.4601 0.27
H 9.6224 8.6182 -7.3877 0.28
H 8.8915 8.2320 -5.9077 0.30
H 9.3241 2.1076 -6.1441 0.26
H 9.5963 2.7966 -7.7571 0.23
H 8.3905 3.4030 -6.3790 0.34
H 12.6985 7.1809 -5.2215 0.30
H 12.2861 6.0375 -6.6871 0.33
H 12.8119 5.5044 -5.2115 0.30
C 16.1945 10.7190 -10.5604 -0.56
O 15.2119 10.2874 -11.4395 -0.37
P 15.4141 8.9035 -12.3997 1.02
O 14.4302 8.6961 -13.4989 -0.67
O 16.8716 9.1660 -12.9307 -0.23
C 17.3691 8.6602 -14.1240 -0.71
O 15.6461 7.5423 -11.4671 -0.33
C 15.9389 6.2715 -12.0251 -0.61
H 16.3514 11.7818 -10.7445 0.23
H 17.0556 10.0602 -10.6723 0.30
H 15.7529 10.4314 -9.6063 0.26
H 16.5768 8.7709 -14.8644 0.36
H 17.7199 7.6299 -14.0644 0.26
H 18.1986 9.2643 -14.4914 0.26
H 15.1161 5.6263 -11.7173 0.24
H 16.8993 5.8555 -11.7207 0.23
H 15.8831 6.3721 -13.1090 0.32
C 5.2100 -7.6693 -2.5334 -0.74
O 5.3044 -6.3970 -2.0489 -0.28
P 6.7120 -5.9336 -1.3803 0.94
O 7.2376 -7.0086 -0.5296 -0.69
O 7.6982 -5.4495 -2.6470 -0.35
C 7.3639 -4.2265 -3.3406 -0.61
O 6.4140 -4.6149 -0.6291 -0.15
C 5.3507 -4.4316 0.2180 -0.69
H 4.7770 -8.2857 -1.7457 0.26
H 6.0918 -8.2068 -2.8821 0.33
H 4.6340 -7.5949 -3.4558 0.27
H 6.3011 -3.9915 -3.2838 0.29
H 7.5297 -4.2850 -4.4164 0.27
H 7.9763 -3.3871 -3.0113 0.26
H 4.4510 -4.3219 -0.3874 0.29
H 5.6047 -3.6139 0.8925 0.25
H 4.9549 -5.2430 0.8289 0.34
C 13.5205 -2.5479 -1.4618 -0.69
O 12.5446 -2.5916 -0.4722 -0.34
P 12.7369 -1.6415 0.9026 1.06
O 11.7587 -1.6760 2.0913 -0.68
O 14.2555 -2.0701 1.2946 -0.28
C 14.5727 -2.7798 2.4765 -0.64
O 12.8171 -0.1330 0.3160 -0.30
C 13.1239 1.0116 1.1335 -0.61
H 13.1067 -1.9883 -2.3007 0.29
H 13.9028 -3.4764 -1.8860 0.31
H 14.4768 -2.0496 -1.3029 0.29
H 15.1709 -3.6353 2.1632 0.23
H 13.6744 -3.1202 2.9917 0.34
H 15.1537 -2.1117 3.1122 0.23
H 12.9898 0.6948 2.1677 0.31
H 12.6120 1.9411 0.8842 0.25
H 14.1919 1.1631 0.9768 0.26
C 21.1864 -5.0671 -0.8878 -0.54
O 20.9032 -6.2912 -1.6366 -0.31
P 21.2495 -6.3723 -3.2369 0.91
O 21.4778 -7.6633 -3.8351 -0.68
O 22.4147 -5.3442 -3.5519 -0.26
C 22.5082 -4.4973 -4.7675 -0.59
O 19.9634 -5.5974 -3.8377 -0.25
C 19.5842 -5.8068 -5.1926 -0.81
H 20.5116 -4.8581 -0.0577 0.26
H 21.2407 -4.2195 -1.5710 0.25
H 22.1654 -5.2030 -0.4283 0.26
H 22.2523 -4.9998 -5.7003 0.29
H 23.5009 -4.0475 -4.7860 0.29
H 21.9131 -3.5895 -4.6681 0.27
H 18.8467 -6.5449 -5.5078 0.29
H 20.4475 -6.2635 -5.6767 0.27
H 19.5404 -4.8211 -5.6559 0.36
```

Properties
Energy relative to the best compared isomer or geometry (same formula, charge and spin) = 224.26 kcal per mole
Total charge = +2
Energy = -7723.53605 Ha